A cluster of 10 separate species, BF4H18O9 in total, computed with wB97M-V/def2-TZVPD.

```
32
BF4H18O9, DFT wB97M-V/def2-TZVPD
B -1.02135 4.41384 5.41137
F -1.44675 3.37883 4.55149
F 0.31395 4.74914 5.14244
F -1.82736 5.53682 5.20342
F -1.15423 3.97684 6.74916
O -1.87662 7.76531 2.80530
H -1.78254 7.70575 3.76601
H -1.05433 7.37177 2.49279
O -0.33379 8.00525 5.19844
H 0.50842 7.98147 4.73649
H -0.41780 7.12814 5.58932
O -3.36689 3.92398 2.43254
H -3.05208 4.05896 3.33380
H -2.56457 3.90690 1.90625
O 2.75814 5.80579 6.08277
H 2.98408 5.76695 5.15095
H 1.95711 5.27016 6.14529
O 0.79327 6.71804 2.32775
H 1.71810 6.95044 2.21160
H 0.79970 5.81461 2.66297
O -4.00481 3.32228 7.00170
H -3.17151 3.52478 6.55872
H -4.02156 3.93759 7.73903
O -2.28446 0.61947 3.92540
H -2.08010 1.45419 4.36552
H -2.07838 -0.05278 4.57972
O 2.13229 2.49819 5.35080
H 1.29369 2.60135 5.81105
H 1.87549 2.30988 4.44410
O -0.68821 5.56290 8.96736
H -0.61200 4.92134 8.24636
H -1.29345 5.15177 9.58894
```

The charge is -1. The value obtained for the LUMO energy is 2.35 eV. As for the energy: -1112.62476 Ha. The highest occupied orbital energy is -7.410 eV. The strongest force on any atom is 0.75 eV/A.

A structure of composition C56H49N3O2P3Zr in a non-equilibrium geometry, computed with wB97M-V/def2-TZVPD.

```
114
C56H49N3O2P3Zr, DFT wB97M-V/def2-TZVPD
Zr -0.41844 -0.02329 -0.47410
C -2.61344 -1.73699 -2.00740
P -3.30194 -0.44319 -0.81990
C -2.78114 1.23351 -1.43720
C -2.96264 2.23891 -0.47730
C -2.73454 3.57301 -0.77010
C -2.34184 3.93391 -2.04680
C -2.20064 2.95981 -3.02050
C -2.41074 1.62021 -2.72680
C -5.03304 -0.38449 -1.43210
C -5.99624 -0.96449 -0.61330
C -7.32364 -0.97799 -1.00210
C -7.69534 -0.41399 -2.21110
C -6.73684 0.15721 -3.03360
C -5.40874 0.17041 -2.65040
C -1.79534 -2.61559 -1.10270
C -1.86224 -3.96869 -0.86360
C -1.12644 -4.21239 0.31750
C -0.64744 -2.99889 0.75060
C 0.07556 -2.60949 2.00660
P -0.31604 -0.81169 2.24590
C 0.72276 -0.30039 3.65890
C 2.08006 -0.60689 3.68960
C 2.87776 -0.12919 4.71270
C 2.33606 0.68201 5.69620
C 0.99566 1.02401 5.65080
C 0.19256 0.53811 4.63670
C -1.95974 -0.89079 3.05340
C -2.31724 -1.81589 4.02870
C -3.58324 -1.77179 4.58560
C -4.49634 -0.81219 4.17920
C -4.13944 0.12911 3.22650
C -2.87424 0.08541 2.66890
N -1.05104 -2.01089 -0.11550
H -2.02804 -1.29009 -2.81950
H -3.43594 -2.31599 -2.43700
H -3.36364 1.97171 0.49480
H -2.86954 4.32701 -0.00690
H -2.16184 4.97211 -2.27960
H -1.93834 3.24911 -4.02620
H -2.32354 0.88671 -3.51780
H -5.69454 -1.39879 0.33060
H -8.07214 -1.41679 -0.35980
H -8.72934 -0.41479 -2.51910
H -7.02484 0.60431 -3.97360
H -4.67244 0.62591 -3.29640
H -2.37754 -4.69889 -1.45580
H -0.98094 -5.16329 0.79170
H 1.16216 -2.71099 1.92340
H -0.25074 -3.22119 2.85250
H 2.51176 -1.21449 2.90710
H 3.92476 -0.39069 4.74580
H 2.95776 1.04671 6.49880
H 0.57776 1.66731 6.41030
H -0.85474 0.80231 4.60580
H -1.60664 -2.55719 4.36410
H -3.86044 -2.48989 5.34110
H -5.48084 -0.78429 4.61690
H -4.84534 0.88681 2.91980
H -2.54934 0.82351 1.93860
C 5.42986 -0.16199 -3.78820
C 4.68756 0.89231 -3.27820
C 3.72196 0.65741 -2.31690
C 3.47706 -0.64029 -1.86910
C 4.21186 -1.69579 -2.39990
C 5.19266 -1.45249 -3.34660
P 2.19326 -0.86569 -0.57380
C 2.54916 -2.59959 -0.08310
C 3.44486 -3.06289 0.87630
C 3.56846 -4.42619 1.09730
C 2.82166 -5.33519 0.36490
C 1.93986 -4.88099 -0.60150
C 1.79256 -3.52269 -0.81080
C 2.88016 0.29921 0.66580
C 4.20396 0.22881 1.03770
C 4.75326 1.15021 1.93570
C 3.98206 2.17201 2.41180
C 2.64116 2.31771 2.00800
C 1.88786 3.42251 2.45610
C 0.60606 3.59041 2.01760
C 0.02556 2.64271 1.15110
C 0.69466 1.52281 0.68370
C 2.04916 1.36761 1.12420
H 6.19656 0.02471 -4.52370
H 4.87286 1.90021 -3.62180
H 3.15416 1.47761 -1.89720
H 4.03316 -2.70869 -2.07020
H 5.77736 -2.27639 -3.72830
H 4.04586 -2.37519 1.45660
H 4.25146 -4.78269 1.85190
H 2.92106 -6.39509 0.54560
H 1.34606 -5.58289 -1.16700
H 1.08646 -3.15889 -1.55090
H 4.83836 -0.53689 0.61600
H 5.78766 1.05491 2.22680
H 4.38996 2.90961 3.08700
H 2.34836 4.13531 3.12580
H 0.02336 4.44601 2.33400
H -0.99544 2.83911 0.82680
C 1.90066 3.90131 -3.76260
C 1.18586 2.98941 -2.81950
N 0.86846 3.30121 -1.61780
O 1.23896 4.55981 -1.18870
C 0.81316 1.62111 -3.19290
C 1.08596 1.05551 -4.54970
N 0.27256 0.94621 -2.24080
O -0.10494 -0.34019 -2.41090
H 2.89846 4.10301 -3.37620
H 1.38226 4.85961 -3.79910
H 1.99316 3.49071 -4.76200
H 1.00176 4.57031 -0.24610
H 0.59786 1.64021 -5.32720
H 0.71156 0.03371 -4.58700
H 2.15646 1.03481 -4.74540
```

The charge is +1. The value obtained for the LUMO energy is -2.95 eV. As for the energy: -3549.01850 Ha. The highest occupied orbital energy is -9.609 eV. The strongest force on any atom is 1.90 eV/A.

A cluster of 2 separate species, C4H8O2 in total, computed with wB97M-V/def2-TZVPD.

```
14
C4H8O2, DFT wB97M-V/def2-TZVPD
O 1.24290 -0.79341 -1.80220
C 0.66457 0.21588 -1.00061
C -0.76646 -0.12684 -0.57308
C -0.65606 -0.82655 0.77152
O 0.52586 -0.52322 1.23261
C 1.33863 0.33733 0.35626
H 1.08037 -1.64631 -1.37665
H 0.73943 1.13890 -1.57939
H -1.31384 -0.70855 -1.32009
H -1.36465 0.77421 -0.36671
H -2.38444 0.13875 2.12183
H -2.77125 0.72136 2.38666
H 1.30572 1.34601 0.77797
H 2.35921 -0.04755 0.37188
```

The value obtained for the LUMO energy is 0.73 eV. As for the energy: -307.55567 Ha. The highest occupied orbital energy is -8.693 eV. The strongest force on any atom is 0.40 eV/A.

A structure of composition C28H32N5OPbS3Se, computed with wB97M-V/def2-TZVPD.

```
71
C28H32N5OPbS3Se, DFT wB97M-V/def2-TZVPD
Pb 1.31785 0.55770 -2.54131
O 0.79308 -2.98483 -0.03300
C 1.19307 -1.97680 -0.60380
N 0.62248 -1.38656 -1.66870
C -0.52524 -2.10310 -2.19250
C -0.75080 -1.83881 -3.65666
C -1.50215 -2.71269 -4.43446
C -1.68823 -2.42850 -5.77450
C -1.11634 -1.28149 -6.31181
C -0.38551 -0.46594 -5.47404
N -0.21327 -0.73606 -4.17615
C 2.46484 -1.32463 -0.10467
C 3.19839 -1.94083 0.89763
C 4.38518 -1.35003 1.30143
C 4.79266 -0.16420 0.70455
C 3.99236 0.38692 -0.28065
N 2.85442 -0.18465 -0.67378
H -1.43984 -1.83687 -1.64937
H -0.39330 -3.17524 -2.03459
H -1.91875 -3.60657 -3.98916
H -2.26404 -3.09849 -6.39944
H -1.22832 -1.02908 -7.35649
H 0.08732 0.43851 -5.84238
H 2.82476 -2.86468 1.31565
H 4.99184 -1.81069 2.07031
H 5.71347 0.32495 0.98933
H 4.26667 1.31129 -0.77693
S 4.51940 1.73399 -6.52399
C 3.96033 0.97691 -5.08280
S 4.30270 -0.20369 -4.06653
S 2.78629 2.22032 -5.37716
C -3.37222 1.60077 2.67534
C -4.25845 0.97506 1.60224
C -3.73696 1.14502 0.17339
C -2.77120 0.06814 -0.30172
N -1.58703 -0.07161 0.54511
C -0.54349 0.77585 0.55292
Se -0.25998 2.15486 -0.67318
N 0.27350 0.44696 1.56999
C 1.45583 1.17679 2.02312
C 1.16397 1.99503 3.27678
C 0.27177 3.20708 3.02474
C 0.98354 4.33490 2.28749
C -0.24703 -0.66645 2.22228
C 0.23550 -1.40972 3.29288
C -0.52051 -2.49959 3.67710
C -1.71298 -2.83314 3.02188
C -2.19078 -2.09188 1.96025
C -1.42746 -0.99909 1.56877
H -3.82991 1.50478 3.66012
H -3.22512 2.66538 2.47959
H -2.38713 1.13388 2.73248
H -5.24552 1.43666 1.66278
H -4.41385 -0.08737 1.81833
H -3.25925 2.12204 0.06119
H -4.57303 1.12896 -0.53055
H -2.42459 0.28833 -1.31114
H -3.25801 -0.90806 -0.31181
H 1.77264 1.80990 1.19668
H 2.23925 0.43915 2.20587
H 2.12189 2.32318 3.69015
H 0.71097 1.34051 4.02587
H -0.08886 3.57582 3.98720
H -0.62052 2.90021 2.46827
H 1.83430 4.70008 2.86667
H 0.31261 5.17650 2.11567
H 1.34975 4.01389 1.31045
H 1.15496 -1.15036 3.80050
H -0.18524 -3.11174 4.50341
H -2.27189 -3.69694 3.35528
H -3.11076 -2.35992 1.45953
```

The charge is +1. The value obtained for the LUMO energy is -3.39 eV. As for the energy: -5223.92646 Ha. The highest occupied orbital energy is -10.574 eV. The strongest force on any atom is 0.19 eV/A.

An isolated molecule of C3H4N2O in a non-equilibrium geometry, computed with wB97M-V/def2-TZVPD.

```
10
C3H4N2O, DFT wB97M-V/def2-TZVPD
O 0.99005 0.60309 -1.62369
C 0.42532 0.51151 -0.38798
C 0.04901 -0.78843 0.04629
C -0.90980 -0.84348 1.06897
N -1.25329 0.23003 1.66561
N 0.20048 1.56040 0.32743
H 0.79963 -0.22045 -2.09395
H 0.67070 -1.64299 -0.17323
H -1.29790 -1.82031 1.41131
H 0.32580 2.41063 -0.24077
```

The value obtained for the LUMO energy (spin up / spin down) is -0.19 / -1.83 eV. As for the energy: -301.32564 Ha. The highest occupied orbital energy (spin up / spin down) is -9.134 / -8.906 eV. The strongest force on any atom is 1.49 eV/A.

A cluster of 3 separate species, C3H13NO3 in total in a non-equilibrium geometry, computed with wB97M-V/def2-TZVPD.

```
20
C3H13NO3, DFT wB97M-V/def2-TZVPD
C -0.84165 -0.05774 -1.43441
N -0.18065 -0.82924 -0.37295
C -1.19691 -1.81301 0.17488
C -0.64024 -2.55323 1.38708
O -0.78083 -1.72818 2.47812
H -1.84604 -0.40963 -1.49652
H -0.21837 -0.37125 -2.25562
H -0.82000 0.98921 -1.27182
H 0.30529 -0.28209 0.38197
H -2.29566 -1.40288 0.30423
H -1.25068 -2.51629 -0.77654
H -1.08219 -3.47778 1.49333
H 0.48693 -2.54552 1.47072
H -1.63207 -1.87422 2.93247
H 2.27696 -0.17743 0.11420
H 3.93542 0.20113 0.25874
O 3.10622 0.24359 -0.19508
H 0.28195 6.59574 -0.57032
H 1.41547 5.60185 -1.36585
O 0.97707 6.40695 -1.25662
```

The value obtained for the LUMO energy is 0.73 eV. As for the energy: -402.47369 Ha. The highest occupied orbital energy is -8.826 eV. The strongest force on any atom is 4.07 eV/A.

A structure of composition C12H4F18O8P3Ti in a non-equilibrium geometry, computed with wB97M-V/def2-TZVPD.

```
46
C12H4F18O8P3Ti, DFT wB97M-V/def2-TZVPD
Ti 0.67658 -0.67601 0.27167
C -2.15086 -4.24970 0.08688
C -3.54124 -4.46663 -0.07129
C -4.38585 -3.16380 -0.23145
O -5.58863 -3.23242 -0.04669
C -3.75311 -1.91831 -0.40738
C -2.43082 -1.74177 -0.28919
C -1.60366 -3.02684 0.05125
O -0.31226 -3.05080 0.35977
O -1.99385 -0.52289 -0.21817
O -4.15352 -5.51630 -0.22233
H -1.64140 -5.18328 0.27470
H -4.36441 -1.07493 -0.69273
C 0.01470 5.05121 -1.71784
C 1.37885 5.43033 -1.79388
C 2.44544 4.49401 -1.03046
O 3.63028 4.71541 -1.18250
C 2.00282 3.28113 -0.20444
C 0.63610 3.08704 -0.20747
C -0.36434 3.94697 -1.03539
O -1.64022 3.75431 -1.04357
O 0.20935 2.08195 0.53605
O 1.78987 6.40332 -2.34905
H -0.68210 5.61888 -2.31669
H 2.74458 2.63629 0.24318
P -1.59704 -0.59705 3.72038
F -1.34667 0.95393 3.73084
F -0.45786 -0.65547 2.47673
F -0.26132 -0.77545 4.69350
F -1.95005 -2.10927 3.89085
F -2.69684 -0.34835 4.94036
F -2.86984 -0.54603 2.69835
P 1.31188 -0.38154 -3.29203
F 1.33643 0.63314 -4.60872
F 2.92574 -0.40206 -3.34054
F 1.56710 0.80125 -2.22721
F 1.32085 -1.52837 -2.09462
F -0.24728 -0.25339 -3.23571
F 1.17838 -1.43949 -4.54281
P 3.54841 -0.84023 1.51888
F 4.97794 -1.17682 0.74167
F 4.02494 -2.01418 2.60841
F 4.25413 0.44618 2.24344
F 2.17035 -0.63357 2.34682
F 3.06552 0.19257 0.40926
F 2.82294 -2.00302 0.55935
```

Its expectation value of S² is 6.024. The multiplicity is 5. The charge is -5. The value obtained for the LUMO energy (spin up / spin down) is 10.18 / 10.18 eV. As for the energy: -4732.91365 Ha. The highest occupied orbital energy (spin up / spin down) is 7.759 / 5.653 eV. The strongest force on any atom is 5.75 eV/A.

A structure of composition C39H58BI2NO28S, computed with wB97M-V/def2-TZVPD.

```
130
C39H58BI2NO28S, DFT wB97M-V/def2-TZVPD
C 4.11038 -1.66576 0.49973
C 3.71984 -0.44473 1.29601
O 3.99498 -0.30890 2.48026
N 2.96234 0.49214 0.61153
C 2.57441 1.73442 1.29481
C 1.30820 1.53351 2.13503
C 0.06724 1.36076 1.25960
C -1.17610 0.79580 1.99535
B -1.94554 -0.13685 0.99724
C -2.20830 -1.67018 1.25079
C -0.93118 -2.53479 1.30228
C 0.10473 -2.00127 2.29053
S 1.41526 -3.22778 2.48038
C -2.48564 0.53588 -0.32283
I -4.14390 1.71706 0.15597
C -2.00355 0.40180 -1.56214
C -0.78951 -0.44224 -1.88623
I -2.78820 1.34520 -3.25326
H 3.95118 -2.54645 1.12430
H 5.16951 -1.61805 0.23271
H 3.51935 -1.76634 -0.41462
H 3.29576 0.64100 -0.33123
H 2.36734 2.47439 0.51070
H 3.39354 2.12351 1.90739
H 1.19750 2.38713 2.81644
H 1.43124 0.62560 2.74149
H -0.19446 2.30136 0.75748
H 0.36397 0.66290 0.45984
H -1.84277 1.60898 2.31130
H -0.87976 0.26453 2.90669
H -2.71752 -1.78481 2.21856
H -2.86731 -2.07200 0.47159
H -0.48661 -2.63557 0.30556
H -1.20616 -3.55282 1.60330
H -0.34923 -1.77613 3.26065
H 0.56356 -1.07814 1.92126
H 2.10376 -2.73256 3.51456
H -0.70546 -1.27608 -1.18389
H -0.84004 -0.84423 -2.90139
H 0.12369 0.16360 -1.82912
C 5.08582 -4.76649 1.48144
C 4.89722 -5.97240 0.58372
O 4.78086 -5.36392 -0.71414
C 5.38010 -4.15474 -0.67647
O 5.59634 -3.47413 -1.62751
O 5.70375 -3.82631 0.59219
H 5.73499 -4.96037 2.32998
H 4.13805 -4.34623 1.82063
H 5.76611 -6.62785 0.58742
H 4.00041 -6.54682 0.80031
C 1.82399 0.52315 5.34085
C 2.55774 0.66774 6.65795
O 1.73769 -0.11321 7.54438
C 1.04371 -1.00914 6.81640
O 0.40252 -1.90503 7.26338
O 1.18518 -0.75569 5.49320
H 2.47853 0.51211 4.47635
H 1.05123 1.28229 5.20639
H 3.55341 0.23025 6.62091
H 2.62918 1.68983 7.01776
C -6.54917 0.88098 -7.21359
C -5.49797 -0.03833 -6.61029
O -4.33373 0.79930 -6.62247
C -4.72451 2.08093 -6.62259
O -4.00100 3.00914 -6.43164
O -6.05056 2.17603 -6.84029
H -7.54411 0.74234 -6.80122
H -6.58918 0.82424 -8.30156
H -5.72125 -0.30114 -5.57558
H -5.30487 -0.93931 -7.18398
C -1.42655 4.83483 -5.90012
C -1.21558 5.94783 -6.91080
O 0.10400 6.40300 -6.59392
C 0.76687 5.40045 -5.96914
O 1.92954 5.40787 -5.72807
O -0.08135 4.39610 -5.66366
H -2.03628 4.01830 -6.26760
H -1.84066 5.20534 -4.96027
H -1.22055 5.57977 -7.93822
H -1.91826 6.77102 -6.81684
C -0.89025 -7.67146 -0.10412
C -1.24189 -7.26274 1.31676
O -1.70279 -5.92212 1.13264
C -2.11772 -5.77319 -0.14550
O -2.69153 -4.82027 -0.55933
O -1.77592 -6.85632 -0.87912
H -1.07432 -8.71946 -0.32196
H 0.13722 -7.41556 -0.36790
H -2.05690 -7.85824 1.73089
H -0.39989 -7.26696 2.00292
C -7.28414 4.21850 -4.16580
C -6.64631 5.59138 -4.27448
O -7.76569 6.40943 -4.64676
C -8.89735 5.79962 -4.24067
O -9.97454 6.30753 -4.23033
O -8.63876 4.54419 -3.82361
H -6.84844 3.59187 -3.39254
H -7.28120 3.68561 -5.11712
H -6.25843 5.94815 -3.31936
H -5.87240 5.65620 -5.03363
C 10.30345 -8.02975 0.25273
C 9.13158 -8.11337 -0.71130
O 8.01793 -7.86680 0.15750
C 8.45563 -7.17768 1.23414
O 7.74426 -6.66889 2.03976
O 9.80135 -7.13983 1.25738
H 11.20688 -7.61394 -0.18285
H 10.52764 -8.98936 0.72018
H 9.15783 -7.33177 -1.47127
H 9.01557 -9.08311 -1.18572
C 7.78065 2.38137 7.03380
C 6.96480 1.18818 6.56461
O 5.63716 1.57842 6.93229
C 5.58667 2.92859 7.01642
O 4.58540 3.55527 7.13463
O 6.82973 3.44861 6.94647
H 8.63779 2.60556 6.40587
H 8.10029 2.28417 8.07229
H 7.00169 1.05720 5.48225
H 7.22100 0.25449 7.05675
C -9.56615 7.92024 -1.23322
C -10.57177 7.25411 -0.31211
O -9.75913 6.29484 0.37376
C -8.47205 6.70640 0.33367
O -7.58142 6.20903 0.94151
O -8.34106 7.76007 -0.50329
H -9.75788 8.97466 -1.40942
H -9.47999 7.40023 -2.18442
H -10.98948 7.94552 0.42173
H -11.37523 6.74582 -0.83712
```

The value obtained for the LUMO energy is 0.20 eV. As for the energy: -4700.89568 Ha. The highest occupied orbital energy is -8.492 eV. The strongest force on any atom is 0.76 eV/A.